[1]
DFT (wB97M-V/def2-TZVPD) results for 11 unconnected molecules or ions with the total composition C15H30Cl14O16S4 in a non-equilibrium geometry.

Each line ends with the Löwdin spin population.
Cartesian coordinates (Å):
C -19.808 -17.531 -17.827  0.000
C -20.292 -16.566 -18.926  0.000
O -20.847 -15.563 -18.074  0.000
S -21.814 -16.304 -17.012  0.000
O -22.935 -16.983 -17.660  0.000
O -22.029 -15.567 -15.799  0.000
O -20.587 -17.403 -16.733  0.000
H -18.770 -17.330 -17.560  0.000
H -19.830 -18.550 -18.212  0.000
H -21.092 -16.934 -19.568  0.000
H -19.463 -16.102 -19.461  0.000
C -13.829 -21.867 -15.840  0.001
C -14.890 -22.666 -16.684  0.001
O -14.666 -22.287 -17.972  0.004
S -14.060 -20.717 -18.104  -0.001
O -15.119 -19.743 -17.916  0.011
O -13.225 -20.476 -19.276  0.000
O -13.199 -20.898 -16.669  0.005
H -13.067 -22.452 -15.324  0.000
H -14.424 -21.151 -15.275  0.000
H -15.844 -22.265 -16.340  0.001
H -14.796 -23.752 -16.667  0.001
C -17.679 -27.109 -14.207  0.000
C -16.246 -27.737 -14.457  0.000
O -15.527 -27.077 -13.404  0.000
S -15.915 -25.507 -13.168  0.000
O -15.262 -24.622 -14.110  0.000
O -15.832 -25.134 -11.771  0.000
O -17.454 -25.866 -13.576  0.000
H -18.173 -27.567 -13.350  0.000
H -18.338 -26.991 -15.067  0.000
H -15.895 -27.585 -15.477  0.000
H -16.268 -28.762 -14.086  0.000
C -19.469 -22.661 -18.711  0.000
C -18.672 -21.820 -17.717  0.000
O -18.455 -22.768 -16.587  0.000
S -19.388 -24.095 -16.576  0.000
O -20.225 -24.181 -15.457  0.000
O -18.596 -25.305 -16.935  0.002
O -20.221 -23.519 -17.899  0.000
H -18.885 -23.323 -19.351  -0.001
H -20.145 -22.068 -19.326  0.000
H -19.300 -21.026 -17.314  0.000
H -17.692 -21.482 -18.055  0.000
C -21.044 -26.730 -19.123  0.013
Cl -22.417 -27.323 -20.078  0.012
Cl -19.653 -26.341 -20.231  0.120
H -21.329 -25.847 -18.550  0.003
H -20.777 -27.555 -18.463  0.008
C -23.488 -27.556 -15.077  0.000
Cl -24.554 -26.923 -13.783  0.000
Cl -22.109 -26.456 -15.534  0.000
H -23.181 -28.538 -14.719  0.000
H -24.071 -27.672 -15.991  0.000
C -22.006 -20.909 -16.153  0.000
Cl -22.025 -20.515 -17.900  0.000
Cl -20.798 -19.943 -15.298  0.000
H -22.976 -20.653 -15.727  0.000
H -21.887 -21.958 -15.883  0.000
C -17.545 -19.855 -21.737  0.009
Cl -16.542 -20.861 -20.726  0.198
Cl -17.841 -18.295 -20.894  0.050
H -16.949 -19.782 -22.646  0.000
H -18.516 -20.315 -21.920  0.004
C -23.113 -22.880 -20.515  0.004
Cl -21.762 -23.504 -21.519  0.027
Cl -24.617 -23.794 -20.778  0.005
H -22.920 -22.892 -19.442  0.002
H -23.335 -21.818 -20.621  0.002
C -16.502 -25.324 -19.525  0.053
Cl -14.689 -25.611 -19.519  0.064
Cl -16.937 -24.374 -21.012  0.361
H -17.011 -26.284 -19.610  0.027
H -16.784 -24.801 -18.610  0.014
C -20.713 -26.107 -12.199  0.000
Cl -19.429 -26.334 -11.015  0.000
Cl -20.894 -24.386 -12.618  0.000
H -20.539 -26.627 -13.141  0.000
H -21.686 -26.411 -11.813  0.000

Forces on atoms 1 to 2 (eV/Å):
1.896 -1.288 -2.528
0.124 0.159 1.038

Computed properties:
M   1091.00 Da
Total energy   -267439.575 eV
Multiplicity   2
E_HOMO (spin up / spin down)   -12.45 / -12.45 eV
Max |F|   4.62 eV/Å
Net charge   +1
Frontier orbital gap (spin up / spin down)   9.3 / 1.8 eV


[2]
DFT (wB97M-V/def2-TZVPD) results for 2 unconnected molecules or ions with the total composition C23H39BFNO10 in a non-equilibrium geometry.

Each line ends with the Löwdin charge.
Cartesian coordinates (Å):
C 6.243 1.193 1.576  -0.156
C 6.179 1.417 -0.080  -0.238
C 4.642 1.047 -0.519  -0.255
C 4.446 0.652 -2.097  -0.226
C 5.259 -0.682 -2.591  -0.209
C 5.176 -1.967 -1.579  -0.213
C 4.014 -3.067 -1.941  -0.211
C 2.491 -2.466 -2.026  -0.204
C 1.591 -2.682 -0.660  -0.209
C 0.258 -3.655 -0.934  -0.186
C -0.873 -2.697 -1.708  -0.179
C -1.955 -2.263 -0.557  -0.143
N -2.902 -1.151 -0.943  -0.156
C -2.773 -0.654 -2.365  -0.107
C -3.840 0.602 -2.655  -0.094
F -4.320 0.549 -4.055  -0.103
C -2.801 -0.076 0.123  -0.125
C -1.355 0.711 0.149  -0.171
C -1.478 2.261 0.668  -0.125
C 0.024 2.742 1.197  -0.161
O 0.698 3.608 0.217  -0.123
C 0.972 2.902 -1.051  -0.162
O 0.513 3.400 -2.204  -0.035
H 7.302 1.457 1.998  0.072
H 5.894 0.091 1.872  0.078
H 5.477 1.913 2.129  0.082
H 6.973 0.748 -0.624  0.108
H 6.330 2.577 -0.245  0.116
H 3.965 2.002 -0.283  0.108
H 4.197 0.189 0.180  0.100
H 3.295 0.648 -2.329  0.080
H 4.894 1.563 -2.725  0.125
H 4.798 -1.021 -3.626  0.118
H 6.384 -0.369 -2.832  0.116
H 5.072 -1.707 -0.443  0.099
H 6.217 -2.543 -1.685  0.121
H 4.039 -3.874 -1.062  0.119
H 4.253 -3.636 -2.938  0.112
H 1.931 -3.091 -2.876  0.116
H 2.413 -1.345 -2.353  0.090
H 2.207 -3.007 0.280  0.115
H 1.124 -1.612 -0.412  0.094
H -0.120 -3.959 0.143  0.113
H 0.593 -4.567 -1.596  0.120
H -0.234 -1.786 -2.140  0.114
H -1.360 -3.356 -2.545  0.124
H -2.611 -3.235 -0.335  0.167
H -1.363 -2.063 0.457  0.145
H -3.885 -1.552 -0.858  0.204
H -3.104 -1.504 -3.127  0.167
H -1.707 -0.200 -2.627  0.145
H -3.194 1.595 -2.512  0.148
H -4.691 0.666 -1.844  0.136
H -3.730 0.674 0.131  0.143
H -2.877 -0.648 1.167  0.166
H -0.683 0.132 0.942  0.120
H -0.772 0.697 -0.865  0.102
H -2.256 2.262 1.557  0.099
H -1.860 2.943 -0.229  0.150
H 0.718 1.811 1.412  0.128
H -0.129 3.297 2.219  0.149
H 1.576 1.873 -1.013  0.149
B -5.791 1.400 4.128  -0.928
O -6.906 1.894 4.943  0.244
C -7.402 0.838 5.603  -0.384
O -8.344 0.897 6.377  0.151
C -6.660 -0.347 5.260  -0.387
O -6.862 -1.470 5.691  0.145
O -5.694 -0.041 4.383  0.229
O -6.023 1.667 2.705  0.248
C -5.005 2.429 2.281  -0.396
O -4.886 2.837 1.137  0.117
C -4.098 2.682 3.370  -0.388
O -3.073 3.343 3.312  0.124
O -4.542 2.080 4.482  0.256

Forces on atoms 1 to 2 (eV/Å):
-0.389 0.140 -0.066
-1.124 0.060 1.490

Computed properties:
M   519.37 Da
Total energy   -49836.458 eV
Multiplicity   1
E_HOMO   -9.44 eV
Max |F|   8.78 eV/Å
Frontier orbital gap   8.4 eV


[3]
DFT (wB97M-V/def2-TZVPD) results for a molecular structure, C59H55ClF6N2O3P2SiTi in a non-equilibrium geometry.

Each line ends with the Löwdin spin population.
Cartesian coordinates (Å):
Ti -1.327 -1.176 -0.346  0.938
C -6.112 0.412 0.603  0.000
C -4.632 0.039 0.438  0.001
N -4.345 -1.159 -0.338  0.001
C -4.903 -1.121 -1.691  0.000
C -6.294 -1.739 -1.899  0.000
C -4.523 -2.395 0.406  0.001
C -3.211 -2.932 1.067  0.000
N -2.251 -1.855 1.277  -0.007
C -2.152 -1.275 2.493  0.000
C -1.798 0.094 2.544  0.001
F -1.737 0.717 1.335  0.006
C -1.632 0.822 3.692  0.000
F -1.331 2.127 3.608  0.000
C -1.809 0.240 4.933  -0.001
C -2.192 -1.085 4.934  0.000
F -2.392 -1.692 6.119  0.000
C -2.382 -1.820 3.780  -0.001
F -2.760 -3.108 3.940  0.000
H -6.200 1.254 1.293  0.000
H -6.686 -0.421 1.013  0.000
H -6.553 0.710 -0.349  0.000
H -4.201 -0.085 1.431  0.000
H -4.115 0.875 -0.042  0.000
H -4.209 -1.617 -2.365  0.000
H -4.935 -0.071 -1.991  0.000
H -6.244 -2.828 -1.885  0.000
H -6.677 -1.439 -2.877  0.000
H -7.014 -1.420 -1.146  0.000
H -4.878 -3.174 -0.265  0.000
H -5.275 -2.258 1.195  0.000
H -2.764 -3.684 0.423  0.000
H -3.502 -3.424 1.991  0.000
H -1.625 0.783 5.847  0.000
C 0.477 -3.942 1.232  -0.001
Si 0.895 -2.407 0.117  0.017
C 2.645 -2.075 0.942  0.002
C 3.679 -2.992 0.714  0.000
C 4.877 -2.942 1.401  0.000
C 5.066 -1.986 2.387  0.000
C 4.060 -1.081 2.660  0.000
C 2.868 -1.088 1.925  0.000
P 1.481 0.029 2.370  0.006
C 2.127 1.746 2.212  0.001
C 1.150 2.741 2.168  0.000
C 1.501 4.082 2.194  0.000
C 2.838 4.446 2.259  0.000
C 3.817 3.464 2.274  0.000
C 3.466 2.122 2.241  0.000
C 1.720 -0.150 4.195  0.001
C 2.045 0.872 5.081  0.000
C 2.202 0.603 6.435  0.000
C 2.035 -0.684 6.921  0.000
C 1.699 -1.709 6.045  0.000
C 1.540 -1.442 4.697  0.000
C 1.604 -3.256 -1.492  -0.001
C 1.931 -4.609 -1.602  0.000
C 2.533 -5.123 -2.741  0.000
C 2.828 -4.291 -3.811  0.000
C 2.484 -2.951 -3.748  0.000
C 1.869 -2.440 -2.607  0.000
P 1.359 -0.695 -2.431  -0.001
C 1.219 -0.155 -4.197  -0.001
C 0.337 -0.887 -5.001  0.000
C 0.022 -0.468 -6.283  0.000
C 0.561 0.708 -6.787  0.000
C 1.430 1.447 -6.000  0.000
C 1.757 1.021 -4.720  0.000
C 2.976 0.076 -2.014  0.000
C 3.034 1.466 -1.896  0.000
C 4.249 2.108 -1.714  0.000
C 5.413 1.368 -1.561  0.000
C 5.351 -0.017 -1.585  0.000
C 4.146 -0.658 -1.825  0.000
H 1.363 -4.500 1.546  0.000
H -0.197 -4.633 0.718  0.000
H -0.040 -3.607 2.137  0.000
H 3.537 -3.769 -0.026  0.000
H 5.657 -3.666 1.193  0.000
H 5.986 -1.967 2.959  0.000
H 4.190 -0.390 3.484  0.000
H 0.108 2.454 2.103  0.000
H 0.731 4.843 2.178  0.000
H 3.119 5.493 2.284  0.000
H 4.865 3.739 2.314  0.000
H 4.247 1.376 2.229  0.000
H 2.182 1.881 4.712  0.000
H 2.470 1.404 7.115  0.000
H 2.155 -0.888 7.978  0.000
H 1.562 -2.718 6.415  0.000
H 1.281 -2.243 4.010  0.000
H 1.708 -5.278 -0.777  0.000
H 2.782 -6.177 -2.797  0.000
H 3.318 -4.684 -4.694  0.000
H 2.704 -2.292 -4.580  0.000
H -0.101 -1.798 -4.616  0.000
H -0.656 -1.054 -6.890  0.000
H 0.296 1.048 -7.781  0.000
H 1.852 2.369 -6.383  0.000
H 2.449 1.609 -4.135  0.000
H 2.117 2.045 -1.935  0.000
H 4.293 3.188 -1.686  0.000
H 6.360 1.868 -1.396  0.000
H 6.248 -0.607 -1.439  0.000
H 4.118 -1.738 -1.864  0.000
F -1.044 -2.453 -2.726  0.002
C -1.630 -2.926 -1.528  0.009
F -2.900 -3.372 -1.948  0.004
H -1.093 -3.866 -1.323  0.004
C -0.037 5.791 -2.014  0.000
C -1.369 5.365 -1.467  0.000
C -2.234 6.264 -0.868  0.000
C -3.477 5.843 -0.414  0.000
Cl -4.572 7.007 0.274  0.000
C -3.860 4.522 -0.518  0.000
C -2.998 3.610 -1.114  0.000
C -1.772 4.029 -1.612  0.000
O -0.909 3.237 -2.289  0.000
C -1.366 1.986 -2.751  0.002
C -1.299 0.863 -1.719  0.008
O -2.102 -0.097 -1.881  0.006
O -0.444 0.856 -0.815  0.004
H 0.156 6.840 -1.793  0.000
H -0.011 5.642 -3.095  0.000
H 0.762 5.178 -1.597  0.000
H -1.950 7.303 -0.764  0.000
H -4.823 4.203 -0.145  0.000
H -3.292 2.571 -1.181  0.000
H -0.688 1.706 -3.561  0.000
H -2.380 2.042 -3.152  0.000

Forces on atoms 1 to 2 (eV/Å):
0.080 0.456 0.443
0.171 -0.024 -0.004

Computed properties:
M   1127.44 Da
Total energy   -149599.440 eV
Multiplicity   2
E_HOMO (spin up / spin down)   -4.51 / -4.53 eV
Max |F|   1.49 eV/Å
Net charge   -1
Frontier orbital gap (spin up / spin down)   6.8 / 6.8 eV


[4]
DFT (wB97M-V/def2-TZVPD) results for 2 unconnected molecules or ions with the total composition C2H2BrClO in a non-equilibrium geometry.

Each line ends with the natural charge from an NBO analysis.
Cartesian coordinates (Å):
C 0.036 1.079 -2.175  0.488
C -0.313 -0.669 1.073  -0.712
O 0.830 1.645 -2.727  -0.486
Cl 0.546 -1.922 0.227  -0.041
Br 0.760 0.981 1.092  0.304
H -0.562 -0.858 2.037  0.203
H -1.297 -0.257 0.474  0.244

Forces on atoms 1 to 2 (eV/Å):
-0.289 -0.179 0.244
-3.908 -2.195 -4.260

Computed properties:
M   157.39 Da
Total energy   -86712.651 eV
Multiplicity   3
E_HOMO (spin up / spin down)   -5.29 / -10.69 eV
Max |F|   6.18 eV/Å
Frontier orbital gap (spin up / spin down)   6.1 / 6.6 eV
ΔE to the lowest compared entry with this formula, charge and spin   1.5032 eV


[5]
DFT (wB97M-V/def2-TZVPD) results for 2 unconnected molecules or ions with the total composition C9H13NO2 in a non-equilibrium geometry.

Each line ends with the natural charge from an NBO analysis.
Cartesian coordinates (Å):
C -4.835 -0.768 -1.330  -0.756
C -3.723 -0.525 -0.480  0.673
O -2.954 -1.308 -0.056  -0.557
N -3.550 0.866 -0.054  -0.902
H -5.680 -0.081 -1.453  0.243
H -5.163 -1.863 -1.341  0.251
H -2.717 1.261 0.505  0.412
H -4.351 1.524 -0.119  0.377
H -4.633 -0.626 -2.410  0.259
C 4.200 1.624 1.642  -0.632
C 1.057 -0.472 -0.312  0.315
C 2.237 -0.210 -1.057  -0.285
C 0.882 -0.246 1.070  -0.287
C 3.175 0.503 -0.441  -0.181
C 1.943 0.507 1.692  -0.181
C 3.049 0.828 0.910  -0.057
O 0.081 -0.994 -1.156  -0.672
H 0.514 -1.311 -1.944  0.471
H 2.338 -0.352 -2.118  0.208
H 0.017 -0.678 1.538  0.239
H 4.092 0.646 -0.986  0.209
H 1.819 0.705 2.762  0.220
H 3.869 2.284 2.383  0.210
H 4.730 2.240 0.936  0.208
H 5.086 1.166 2.149  0.215

Forces on atoms 1 to 2 (eV/Å):
-2.978 -2.008 -3.866
1.223 5.049 2.615

Computed properties:
M   167.21 Da
Total energy   -15127.451 eV
Multiplicity   1
E_HOMO   -8.15 eV
Max |F|   5.82 eV/Å
SMILES   Cc1ccc(O)cc1.CC(N)=O
Frontier orbital gap   9.0 eV
ΔE to the lowest compared entry with this formula, charge and spin   2.1807 eV


[6]
DFT (wB97M-V/def2-TZVPD) results for 2 unconnected molecules or ions with the total composition C6H15NO2 in a non-equilibrium geometry.

Each line ends with the natural charge from an NBO analysis.
Cartesian coordinates (Å):
O -0.948 -2.607 0.393  -0.660
C -0.226 -1.583 0.569  0.674
N 0.703 -1.240 -0.341  -0.437
C 0.981 -2.013 -1.546  -0.413
C -1.821 -0.894 2.453  -0.605
C 1.026 1.148 -1.206  -0.624
C -0.474 -0.650 1.715  -0.492
C 1.558 -0.031 -0.271  -0.216
H 2.080 -2.099 -1.554  0.189
H 0.658 -1.536 -2.487  0.196
H 0.549 -3.026 -1.498  0.249
H -2.684 -0.493 1.896  0.211
H -1.807 -0.437 3.457  0.207
H -1.949 -1.984 2.564  0.237
H 0.059 1.473 -0.789  0.208
H 0.877 0.863 -2.261  0.208
H 1.730 1.997 -1.167  0.216
H 0.401 -0.732 2.388  0.225
H -0.454 0.359 1.259  0.212
H 1.738 0.455 0.708  0.218
H 2.531 -0.406 -0.643  0.195
O -1.306 4.696 -0.945  -0.941
H -2.179 4.258 -0.827  0.471
H -1.043 4.481 -1.869  0.470

Forces on atoms 1 to 2 (eV/Å):
1.624 1.912 0.493
-2.568 -2.630 -1.030

Computed properties:
M   133.19 Da
Total energy   -12050.258 eV
Multiplicity   1
E_HOMO   -9.15 eV
Max |F|   3.82 eV/Å
SMILES   CCC(=O)N(C)CC.O
Frontier orbital gap   9.7 eV
ΔE to the lowest compared entry with this formula, charge and spin   1.1537 eV


Question: The lowest max |F| belongs to which entry?
Answer: C59H55ClF6N2O3P2SiTi


Question: Look up the total energy of the first one.
Answer: -267439.575 eV


Question: Look up the total energy of the sixth one.
Answer: -12050.258 eV


Repeat the fifth record exactly.
DFT (wB97M-V/def2-TZVPD) results for 2 unconnected molecules or ions with the total composition C9H13NO2 in a non-equilibrium geometry.

Each line ends with the natural charge from an NBO analysis.
Cartesian coordinates (Å):
C -4.835 -0.768 -1.330  -0.756
C -3.723 -0.525 -0.480  0.673
O -2.954 -1.308 -0.056  -0.557
N -3.550 0.866 -0.054  -0.902
H -5.680 -0.081 -1.453  0.243
H -5.163 -1.863 -1.341  0.251
H -2.717 1.261 0.505  0.412
H -4.351 1.524 -0.119  0.377
H -4.633 -0.626 -2.410  0.259
C 4.200 1.624 1.642  -0.632
C 1.057 -0.472 -0.312  0.315
C 2.237 -0.210 -1.057  -0.285
C 0.882 -0.246 1.070  -0.287
C 3.175 0.503 -0.441  -0.181
C 1.943 0.507 1.692  -0.181
C 3.049 0.828 0.910  -0.057
O 0.081 -0.994 -1.156  -0.672
H 0.514 -1.311 -1.944  0.471
H 2.338 -0.352 -2.118  0.208
H 0.017 -0.678 1.538  0.239
H 4.092 0.646 -0.986  0.209
H 1.819 0.705 2.762  0.220
H 3.869 2.284 2.383  0.210
H 4.730 2.240 0.936  0.208
H 5.086 1.166 2.149  0.215

Forces on atoms 1 to 2 (eV/Å):
-2.978 -2.008 -3.866
1.223 5.049 2.615

Computed properties:
M   167.21 Da
Total energy   -15127.451 eV
Multiplicity   1
E_HOMO   -8.15 eV
Max |F|   5.82 eV/Å
SMILES   Cc1ccc(O)cc1.CC(N)=O
Frontier orbital gap   9.0 eV
ΔE to the lowest compared entry with this formula, charge and spin   2.1807 eV